[1]
72
Properties=species:S:1:pos:R:3:forces:R:3:mulliken_charge:R:1 method="wB97M-V/def2-TZVPD" e_above_lowest_kj_mol=136.4 homo_ha=-0.2925 fmax_ha_per_bohr=0.04030 gap_ev=7.01 e_tot_ev=-114037.3006
Pt 0.13767 0.44185 -0.64980 1.609 -0.710 0.764 1.791
C 5.81378 0.45903 2.16116 -0.036 0.010 -0.066 -1.187
C 5.20137 1.44839 1.17625 0.070 -0.253 0.218 -0.442
N 3.81800 1.77919 1.48976 -0.037 0.049 -0.086 -0.176
C 2.77427 1.13196 0.94043 -0.399 0.191 0.008 0.442
S 1.23928 1.94184 1.06656 -1.293 -0.423 -1.563 -0.655
N 3.00650 -0.00637 0.35134 0.866 -0.254 0.276 -0.880
N 1.97481 -0.56155 -0.28299 -0.655 0.429 0.266 0.338
C 2.11762 -1.74148 -0.77196 0.336 -0.188 0.093 0.857
C 3.35157 -2.55858 -0.55113 -0.044 -0.019 -0.193 -2.159
C 1.00106 -2.24893 -1.55632 -0.362 -0.336 -0.093 0.637
C 0.97406 -3.55344 -2.04029 0.081 0.014 0.077 -1.054
C -0.09866 -3.98894 -2.79516 -0.072 -0.016 -0.056 -0.538
C -1.14681 -3.12035 -3.05244 0.221 -0.114 0.044 -1.130
C -1.07327 -1.84921 -2.52031 -0.222 0.308 -0.150 -0.371
N -0.03684 -1.42337 -1.80795 -0.071 1.123 0.534 0.233
H 6.77355 0.10141 1.78388 0.019 0.032 0.055 0.316
H 5.15022 -0.39688 2.28335 0.014 0.000 -0.005 0.313
H 5.97080 0.91901 3.13701 -0.013 -0.029 0.011 0.355
H 5.21742 1.02111 0.17437 -0.023 0.051 -0.030 0.207
H 5.77451 2.37586 1.15706 -0.046 0.031 0.000 0.541
H 3.60623 2.63766 1.96725 0.058 0.059 -0.057 0.224
H 4.13612 -1.91735 -0.16579 0.027 -0.005 0.021 0.378
H 3.68626 -3.02302 -1.47999 -0.002 -0.012 0.020 0.476
H 3.16205 -3.34823 0.18012 -0.031 0.013 -0.007 0.342
H 1.78688 -4.22157 -1.79868 0.017 -0.002 -0.051 0.493
H -0.11988 -4.99983 -3.18014 0.019 -0.009 0.026 0.419
H -1.99679 -3.41943 -3.64696 -0.048 0.047 0.032 0.485
H -1.86762 -1.13233 -2.68068 0.051 -0.014 0.043 0.741
C -4.66265 1.19190 -1.76271 0.039 -0.082 0.095 -1.521
Ge -3.25755 0.56047 -0.50535 -0.356 0.456 -0.220 1.020
C -3.55844 -1.38034 -0.40881 0.190 0.067 -0.150 -1.429
C -3.60413 1.61971 1.10540 0.125 -0.142 0.010 -1.272
C -1.62509 1.20712 -1.41758 -0.060 -0.084 0.877 -1.136
H -5.65254 1.04800 -1.32381 -0.009 -0.006 -0.038 0.391
H -4.63187 0.65927 -2.71617 0.002 -0.005 0.013 0.409
H -4.53595 2.25742 -1.96449 0.001 -0.008 0.004 0.405
H -4.43258 -1.57644 0.21243 -0.028 -0.004 -0.013 0.514
H -2.69695 -1.89994 0.00341 0.007 -0.006 0.048 0.392
H -3.76518 -1.76569 -1.41056 -0.082 0.022 0.039 0.455
H -4.40165 1.17945 1.70439 0.014 -0.002 0.014 0.354
H -3.92914 2.60777 0.77299 0.006 -0.006 0.017 0.436
H -2.72096 1.73140 1.73314 0.003 -0.075 -0.004 0.295
H -1.66985 2.29506 -1.35141 -0.131 0.002 -0.089 0.376
H -1.72263 0.93198 -2.47212 0.192 0.087 -0.011 0.445
O 0.50926 -0.37113 2.81344 0.659 0.068 -0.048 -0.661
C -0.62499 -0.53513 2.39393 -0.031 -0.539 -0.175 0.131
O -0.98302 -0.58611 1.15109 -0.153 0.190 -0.101 -0.708
C -1.70198 -0.77787 3.44097 -0.250 0.214 -0.369 -0.014
C -1.42263 -0.51307 4.77673 -0.045 -0.029 0.081 -0.483
C -2.39912 -0.69578 5.74596 0.071 0.006 -0.034 -0.525
C -3.66227 -1.14710 5.38728 -0.033 0.049 0.020 -0.355
C -3.94631 -1.40827 4.05490 -0.011 -0.080 -0.080 -0.728
C -2.96842 -1.22524 3.08597 0.035 0.058 0.300 0.138
H -0.43486 -0.16177 5.04165 0.017 -0.009 -0.045 0.444
H -2.17274 -0.48144 6.78339 -0.016 -0.009 -0.006 0.381
H -4.42559 -1.28415 6.14359 0.008 -0.008 -0.008 0.377
H -4.93171 -1.75616 3.76650 0.015 -0.002 0.024 0.391
H -3.17385 -1.42331 2.05105 -0.048 -0.022 -0.163 0.338
C 0.49912 1.60942 -3.98798 -0.170 -0.232 0.204 -1.345
Si 1.11114 1.89588 -2.22572 0.191 0.422 -0.290 0.663
C 2.99023 1.72550 -2.32498 -0.108 -0.247 0.173 -1.163
C 0.79565 3.70614 -1.82018 -0.194 -0.095 -0.031 -1.239
H 1.15481 2.13097 -4.68852 0.023 0.005 0.025 0.453
H -0.51429 1.99113 -4.12311 0.015 -0.016 -0.021 0.327
H 0.49826 0.54725 -4.24924 0.011 0.026 -0.052 0.300
H 3.33743 2.22052 -3.23547 -0.052 0.033 0.010 0.616
H 3.31472 0.68291 -2.36221 0.046 0.035 -0.031 0.228
H 3.47891 2.19913 -1.47174 0.005 -0.007 -0.008 0.205
H 1.29316 4.33476 -2.56461 -0.005 -0.039 -0.030 0.413
H 1.18102 3.96098 -0.83502 0.044 0.018 -0.030 0.327
H -0.26891 3.94837 -1.83440 0.026 0.029 -0.035 0.359

[2]
79
Properties=species:S:1:pos:R:3:forces:R:3:mulliken_charge:R:1 method="wB97M-V/def2-TZVPD" homo_ha=-0.3478 fmax_ha_per_bohr=0.07202 gap_ev=9.16 e_tot_ev=-62405.5359
C 0.15332 0.33164 -0.52691 0.042 0.432 -0.887 -0.547
S 1.50378 0.78872 0.54008 0.824 -2.542 2.427 1.274
O 2.60099 -0.09788 0.27124 0.153 0.763 -1.152 -0.651
O 1.07700 0.67466 1.90704 -0.664 1.103 -0.231 -0.631
O 1.91648 2.32556 0.31969 -0.586 -0.569 -0.689 -0.256
C 1.85863 2.81075 -1.02725 -0.118 0.696 -1.462 0.297
N 2.47678 2.10323 -2.08689 1.620 0.021 3.330 -0.154
O 1.31779 3.84774 -1.20759 -0.200 0.102 0.678 -0.449
H -0.61578 -0.21769 0.01641 0.177 0.428 0.371 0.035
H -0.26006 1.21113 -1.02946 -0.154 -0.150 0.156 0.422
H 0.55946 -0.35469 -1.27320 0.151 0.273 0.072 0.117
H 3.40283 1.84552 -1.73197 -0.117 -0.408 -0.122 0.247
H 1.98920 1.24016 -2.29980 0.096 0.036 -0.214 0.271
C -2.90958 -2.27461 2.09462 0.140 0.366 -0.330 -0.745
C -3.21503 -1.55697 0.85698 0.039 0.088 0.027 0.437
N -3.45310 -0.99135 -0.11537 0.084 -0.141 0.026 -0.500
H -1.90621 -2.01532 2.43071 -0.010 0.013 0.007 0.319
H -3.62348 -2.00422 2.86732 -0.005 -0.034 0.002 0.272
H -2.96070 -3.34244 1.92406 0.020 -0.007 0.008 0.253
C -6.39584 -5.21689 3.14458 0.357 0.043 0.088 -0.565
C -5.01137 -4.82567 3.39949 0.041 -0.136 0.097 0.381
N -3.92266 -4.51887 3.60159 -0.287 -0.289 0.130 -0.483
H -6.94442 -4.38863 2.70378 0.218 -0.096 0.204 0.105
H -6.41809 -6.06481 2.46050 0.020 -0.014 0.023 0.252
H -6.87665 -5.50143 4.07864 -0.015 0.016 -0.008 0.283
C 6.28383 3.44551 -1.01120 -0.039 -0.024 -0.089 -0.763
C 6.26835 2.99214 -2.40086 -0.017 -0.005 -0.015 0.356
N 6.25024 2.63454 -3.49155 0.022 0.019 0.101 -0.391
H 7.29416 3.73358 -0.72751 -0.007 -0.003 0.008 0.317
H 5.62317 4.30320 -0.89518 0.004 -0.003 0.000 0.257
H 5.94554 2.64386 -0.35610 0.012 0.005 0.007 0.247
C 0.39391 2.72017 4.63118 0.095 -0.026 0.109 -0.185
C 0.02264 2.45529 6.01884 -0.022 -0.010 0.014 0.298
N -0.26410 2.25126 7.11285 0.054 0.033 -0.085 -0.424
H 0.86617 3.70146 4.56024 -0.197 -0.223 -0.062 -0.126
H 1.09060 1.95995 4.28095 -0.070 -0.033 -0.050 0.172
H -0.49147 2.70334 3.99908 0.018 -0.008 -0.016 0.277
C 1.01205 1.29311 -6.63339 0.069 0.015 0.067 -0.725
C 1.28774 1.68757 -5.25450 0.114 -0.016 -0.043 0.376
N 1.51581 1.98957 -4.16783 -1.422 -0.152 -2.224 -0.345
H 0.83821 0.21951 -6.68479 -0.030 -0.007 -0.007 0.074
H 0.12722 1.81348 -6.99572 0.004 -0.007 -0.006 0.274
H 1.85967 1.54804 -7.26740 -0.004 0.008 0.009 0.291
C -1.13569 -1.94151 -3.91217 -0.068 0.022 0.108 -0.584
C 0.23754 -1.57019 -3.59064 0.050 -0.051 -0.087 0.447
N 1.31936 -1.27684 -3.33872 -0.109 -0.028 -0.014 -0.507
H -1.65187 -1.09559 -4.36273 0.028 -0.004 -0.025 0.297
H -1.13529 -2.77109 -4.61369 -0.010 0.011 0.002 0.071
H -1.66170 -2.23828 -3.00484 0.038 0.051 0.036 0.248
C 0.97067 -4.36308 -6.57828 0.032 0.020 0.042 -0.796
C 0.31595 -3.08948 -6.85569 0.018 0.020 -0.091 0.404
N -0.20879 -2.09035 -7.06984 0.050 -0.076 0.036 -0.451
H 0.98946 -4.53996 -5.50352 -0.029 -0.028 -0.007 0.266
H 0.42368 -5.17105 -7.06023 -0.014 0.002 0.023 0.292
H 1.99112 -4.34805 -6.95663 -0.008 0.040 -0.002 0.305
C 3.30797 5.49845 6.24144 0.010 -0.064 -0.008 -0.523
C 2.29694 5.65224 5.20066 0.038 0.179 -0.044 0.333
N 1.50066 5.77367 4.38169 0.165 0.100 0.127 -0.458
H 3.45613 4.44100 6.45762 -0.049 -0.001 0.009 0.306
H 4.25019 5.93224 5.91098 -0.075 0.031 -0.053 0.035
H 2.98261 6.00356 7.14914 -0.022 -0.009 -0.008 0.278
C -8.91281 -5.27401 -0.05819 0.006 0.043 0.057 -0.753
C -8.84885 -4.44706 1.14334 -0.233 0.127 -0.048 0.398
N -8.79953 -3.79597 2.08812 -0.297 -0.013 -0.312 -0.445
H -8.97490 -4.63879 -0.93971 0.000 0.001 0.007 0.287
H -8.02087 -5.89491 -0.12819 -0.007 0.000 -0.003 0.265
H -9.79101 -5.91556 -0.01829 0.005 0.002 0.002 0.270
C 7.57865 7.48789 7.05730 -0.053 0.016 -0.055 -0.794
C 6.56341 7.63716 6.01718 0.008 0.035 -0.031 0.380
N 5.76505 7.75488 5.20002 0.099 -0.044 0.116 -0.393
H 7.73181 6.43263 7.27562 0.004 0.006 -0.002 0.270
H 8.51826 7.92163 6.72071 -0.004 -0.003 0.001 0.294
H 7.25620 7.99635 7.96391 0.003 0.000 -0.005 0.265
C -3.57719 -5.26156 -3.38274 0.066 -0.001 -0.007 -0.809
C -2.15658 -5.46145 -3.65700 0.020 -0.024 0.004 0.372
N -1.03968 -5.61707 -3.87269 -0.089 0.077 -0.045 -0.375
H -3.87887 -5.87707 -2.53738 0.010 0.005 0.001 0.288
H -3.76470 -4.21513 -3.14640 -0.001 -0.005 0.007 0.271
H -4.16440 -5.54083 -4.25555 0.007 0.003 0.001 0.280

[3]
65
Properties=species:S:1:pos:R:3:forces:R:3:mulliken_charge:R:1 method="wB97M-V/def2-TZVPD" charge=+1 homo_ha=-0.3866 fmax_ha_per_bohr=0.09265 gap_ev=6.71 e_tot_ev=-31075.5644
C 3.45505 -1.89916 -0.39621 -0.192 -0.935 -0.177 -1.404
C 2.10785 -1.44656 -1.14227 0.198 -1.371 -0.518 1.740
C 2.04474 -2.34237 -2.50879 0.082 0.694 0.503 -1.527
C 0.86068 -1.92417 -0.25597 -1.006 0.458 -0.675 -1.264
C 2.06688 0.08167 -1.62326 0.366 -0.555 0.316 -1.313
C 1.62535 1.15818 -0.52812 -0.575 1.543 0.149 2.167
C 2.33284 1.01839 0.90451 0.496 0.882 -0.595 -1.870
C 2.10123 2.61189 -1.11209 -0.284 -1.192 -0.336 -1.489
C 0.04176 1.29406 -0.30845 -3.503 -0.193 0.775 -0.045
C -0.56485 1.71640 1.07425 -2.344 -0.563 -2.074 -0.196
C -2.11318 1.81534 1.33057 1.630 -1.243 -4.027 -0.811
C -3.03994 1.46304 0.14250 2.535 0.367 -1.030 0.177
O -4.49174 1.47432 0.26445 2.136 -2.073 0.488 -0.405
C -4.79610 0.10351 0.70826 0.340 -0.878 -0.074 -0.504
C -6.25389 -0.39541 0.22618 0.386 -0.254 1.295 -0.117
O -6.82281 0.48873 -0.76958 0.966 -1.390 -0.608 -0.389
C -6.24538 0.24410 -2.06058 0.178 -0.193 -0.868 -0.035
C -7.12325 -0.77113 -2.96172 -0.265 2.379 -0.341 -0.612
N -6.64145 -2.21349 -2.82847 -0.240 -0.026 -0.049 -0.289
C -2.50381 1.05767 -1.27711 3.075 0.955 3.512 -0.307
C -0.96055 0.98500 -1.44625 -1.689 0.698 2.192 -0.272
H 4.33546 -1.96735 -1.14171 -1.268 0.498 1.291 0.331
H 3.70793 -1.31641 0.54888 -0.235 -0.597 -1.453 0.158
H 3.28087 -2.99272 -0.05476 0.284 1.699 -0.505 0.389
H 0.95607 -2.33831 -2.85164 1.419 -0.311 0.346 0.367
H 2.65798 -1.85174 -3.35856 -0.751 -0.917 1.462 0.333
H 2.43154 -3.39920 -2.27017 -0.741 1.550 -0.625 0.358
H 0.89701 -3.03427 0.04241 0.315 1.701 -0.422 0.378
H -0.09006 -1.81959 -0.91204 1.388 -0.082 1.087 0.239
H 0.66891 -1.27251 0.66348 0.431 -1.014 -1.189 0.202
H 1.43470 0.10879 -2.58861 0.792 0.261 1.647 0.356
H 3.14145 0.34841 -1.96246 -1.648 -0.374 0.585 0.310
H 3.44936 0.80697 0.72737 -1.722 0.117 0.462 0.361
H 1.83891 0.26524 1.60084 0.848 0.908 -0.989 0.202
H 2.30319 2.07167 1.38268 -0.034 -1.792 -0.543 0.506
H 1.78260 3.46662 -0.41554 0.581 -1.276 -1.159 0.364
H 1.63184 2.70530 -2.15360 0.604 0.211 1.500 0.349
H 3.22850 2.52880 -1.26005 -1.400 0.489 0.370 0.410
H 0.08316 1.97917 1.98640 -0.957 -0.534 -1.806 0.244
H -2.50688 2.13070 2.35551 0.527 -0.541 -1.798 0.361
H -4.65724 0.02170 1.84889 -0.480 0.152 -1.678 0.404
H -4.02402 -0.62354 0.25111 -1.045 1.219 0.666 0.285
H -6.91835 -0.48905 1.16650 0.642 0.553 -1.874 0.339
H -6.15369 -1.48181 -0.17094 -0.132 1.590 0.498 -0.007
H -5.17658 -0.19451 -2.01310 -1.450 0.727 0.176 -0.027
H -6.15672 1.21290 -2.67172 -0.326 -1.283 1.239 0.337
H -7.01451 -0.44771 -4.05730 -0.033 -0.732 1.607 0.378
H -8.23643 -0.65856 -2.69867 1.771 -0.562 -0.242 0.296
H -5.74127 -2.27512 -2.31933 -0.489 0.192 -0.232 0.343
H -6.48511 -2.63124 -3.76609 -0.354 0.033 0.745 0.368
H -7.34431 -2.74384 -2.28671 0.487 -0.058 -0.471 0.379
H -3.20612 0.82278 -2.15473 1.217 0.519 1.634 0.245
H -0.58803 0.67996 -2.48745 -0.495 0.554 1.857 0.197
C 7.20504 1.25524 3.79303 -0.083 -0.049 -0.012 -0.373
C 6.17354 1.80789 4.54580 -0.016 -0.044 -0.050 -0.412
C 4.91647 1.21151 4.54855 0.054 -0.050 -0.062 -0.405
C 4.69352 0.05594 3.80556 0.078 0.065 -0.013 -0.287
C 5.72611 -0.49883 3.05565 -0.013 0.065 0.011 -0.297
C 6.98069 0.10283 3.04569 -0.063 0.050 0.050 -0.456
H 8.18410 1.72243 3.78852 -0.084 -0.042 0.004 0.362
H 6.34940 2.70491 5.13039 -0.016 -0.079 -0.057 0.371
H 4.11064 1.64638 5.13030 0.070 -0.039 -0.026 0.367
H 3.71450 -0.41210 3.81141 0.071 0.023 0.006 0.387
H 5.55251 -1.40097 2.47755 0.025 0.065 0.051 0.374
H 7.78392 -0.32672 2.45681 -0.058 0.026 0.055 0.376